(1)
Density functional theory data (ωB97M-V/def2-TZVPD) for the molecule C37H37N3O3 at a distorted geometry.

Each line ends with the Mulliken charge.
Cartesian coordinates (Å):
1 C -0.2439 2.5870 -3.9804  -1.31
2 C 0.0234 1.1110 -3.9176  0.23
3 O -1.0332 0.4225 -3.1553  -0.35
4 C -0.7684 -0.8907 -2.9362  -0.35
5 O 0.0726 -1.4743 -3.5879  -0.64
6 C -1.7120 -1.4911 -1.8198  0.75
7 C -2.3436 -2.8137 -2.3690  0.15
8 C -1.6881 -3.6447 -3.2986  -0.40
9 C -2.2100 -4.9655 -3.5247  -0.42
10 N -3.3450 -5.3830 -2.9751  -0.62
11 C -4.0654 -4.5050 -2.2955  -0.42
12 C -3.6327 -3.1988 -2.0195  -0.22
13 C -0.9659 -1.7663 -0.5609  0.61
14 C -0.2211 -0.6269 0.0717  -0.79
15 C 0.9303 -0.1463 -0.4413  -0.80
16 N 1.7257 0.8046 0.1628  0.76
17 C 2.9458 1.3351 -0.4840  0.22
18 C 3.9849 0.2318 -0.7872  -1.39
19 C 4.3865 -0.4503 0.4812  0.45
20 C 5.3969 0.1338 1.2468  -0.31
21 C 5.8032 -0.4621 2.4373  -0.72
22 C 5.1942 -1.6403 2.8783  -0.45
23 C 4.1689 -2.2128 2.1169  -0.73
24 C 3.7575 -1.6202 0.9152  0.03
25 C 3.4452 2.3475 0.5201  0.00
26 O 4.4617 3.0802 0.3823  -0.73
27 N 2.6115 2.3468 1.5876  0.55
28 C 2.8533 3.0096 2.8374  -1.08
29 C 1.5615 1.3593 1.5011  -0.27
30 C 0.2088 1.9879 1.7578  -1.25
31 C -0.2869 2.9671 0.9649  0.19
32 C -1.5835 3.6170 1.1484  0.89
33 C -1.9162 4.7471 0.3536  -0.48
34 C -3.1542 5.3571 0.5099  -0.54
35 C -4.0705 4.8677 1.4478  -0.46
36 C -3.7389 3.7658 2.2411  -0.71
37 C -2.5084 3.1363 2.1084  -0.36
38 C -1.8424 -2.4627 0.4830  -0.29
39 C -1.7941 -3.8567 0.6208  0.04
40 C -2.5924 -4.5048 1.5796  -0.80
41 C -3.4188 -3.7517 2.4402  -0.46
42 C -3.4406 -2.3599 2.3084  -0.93
43 C -2.6034 -1.7218 1.3826  -0.18
44 H 0.6549 3.0632 -4.3733  0.42
45 H -1.0478 2.8131 -4.6796  0.38
46 H -0.4404 3.0186 -3.0140  0.24
47 H 0.1046 0.6639 -4.9363  0.32
48 H 0.9809 0.9323 -3.4085  0.00
49 H -2.5524 -0.7974 -1.7914  0.54
50 H -0.8283 -3.3794 -3.9343  0.36
51 H -1.6763 -5.6914 -4.1706  0.34
52 H -5.0299 -4.8743 -1.9530  0.38
53 H -4.3639 -2.5484 -1.5674  0.39
54 H -0.3103 -2.4161 -1.0823  0.66
55 H -0.5951 -0.2336 1.0488  0.03
56 H 1.3145 -0.4829 -1.4059  0.55
57 H 2.6522 1.8446 -1.4284  0.25
58 H 3.5700 -0.4745 -1.5316  0.51
59 H 4.8398 0.7625 -1.2457  0.62
60 H 5.8554 1.0668 0.9064  0.43
61 H 6.5874 0.0159 3.0226  0.39
62 H 5.5303 -2.1182 3.8025  0.38
63 H 3.6673 -3.1241 2.4529  0.39
64 H 2.9500 -2.0731 0.3275  0.36
65 H 3.6967 3.6987 2.7544  0.37
66 H 1.9589 3.5596 3.1417  0.28
67 H 3.0517 2.2706 3.6254  0.37
68 H 1.7145 0.5691 2.2723  0.30
69 H -0.2918 1.6930 2.7002  0.44
70 H 0.3315 3.3625 0.1238  0.10
71 H -1.1726 5.1130 -0.3652  0.37
72 H -3.3924 6.2184 -0.1064  0.38
73 H -5.0416 5.3490 1.5491  0.36
74 H -4.4449 3.3942 2.9705  0.39
75 H -2.2302 2.2741 2.7190  0.19
76 H -1.0900 -4.4655 0.0377  0.39
77 H -2.5784 -5.6002 1.6651  0.38
78 H -4.0717 -4.2662 3.1760  0.35
79 H -4.1150 -1.7697 2.9332  0.40
80 H -2.5402 -0.6335 1.4330  0.59

The total energy comes out at -49581.358 eV.

---

(2)
Density functional theory data (ωB97M-V/def2-TZVPD) for a structure of composition C28H26Cl5NPRuSi.

Each line ends with the Mulliken charge.
Cartesian coordinates (Å):
1 Ru 0.1733 0.5819 -0.9081  0.03
2 Cl 0.1501 -0.2886 2.4614  -0.05
3 C -0.6459 -1.3524 1.3423  1.16
4 C -0.6411 -1.0382 0.0018  -1.55
5 C -1.3383 -1.8394 -0.8672  1.16
6 Cl -1.3102 -1.3327 -2.5430  -0.17
7 C -2.0373 -2.9604 -0.4570  0.02
8 Cl -2.8887 -3.9052 -1.6026  -0.18
9 C -2.0406 -3.2737 0.9002  0.44
10 Cl -2.9286 -4.6314 1.4601  -0.17
11 C -1.3496 -2.4651 1.8032  0.06
12 Cl -1.3898 -2.8116 3.4846  -0.10
13 C 2.2945 2.2923 0.4637  -0.69
14 Si 2.7263 1.2839 -1.0254  0.05
15 C 4.4826 1.5228 -1.4904  -1.02
16 C 1.6452 1.8802 -2.5078  -1.10
17 C 2.0344 -0.3934 -0.7539  -1.01
18 H 2.5209 3.3516 0.2906  0.28
19 H 2.9030 1.9221 1.3002  0.40
20 H 1.2560 2.2425 0.8010  0.15
21 H 4.6812 2.5936 -1.6397  0.33
22 H 4.7207 0.9857 -2.4153  0.34
23 H 5.1390 1.1532 -0.6912  0.33
24 H 1.6575 2.9644 -2.6437  0.45
25 H 0.5611 1.6364 -2.5352  0.44
26 H 2.0362 1.3914 -3.4017  0.48
27 H 2.2925 -0.8711 0.1853  0.51
28 H 2.1733 -1.0782 -1.5898  0.43
29 N -1.3186 1.6832 -0.5999  -0.47
30 P -2.2953 2.5687 0.3522  1.50
31 C -1.6745 4.2322 0.5957  0.11
32 C -0.5075 4.6505 -0.0408  -0.31
33 C -0.0612 5.9590 0.1205  -0.80
34 C -0.7786 6.8444 0.9113  -0.48
35 C -1.9483 6.4335 1.5414  -0.78
36 C -2.3990 5.1330 1.3833  -0.19
37 C -3.9213 2.6734 -0.3797  0.55
38 C -4.0438 2.7112 -1.7735  -0.51
39 C -5.3007 2.8565 -2.3485  -0.74
40 C -6.4295 2.9634 -1.5399  -0.49
41 C -6.3094 2.9223 -0.1570  -0.82
42 C -5.0561 2.7767 0.4253  -0.20
43 C -2.4892 1.7654 1.9264  0.45
44 C -1.8400 2.2180 3.0756  -0.62
45 C -1.9225 1.4732 4.2485  -0.88
46 C -2.6343 0.2820 4.2679  -0.35
47 C -3.2725 -0.1775 3.1212  -1.06
48 C -3.2017 0.5593 1.9508  -0.33
49 H 0.0419 3.9572 -0.6632  0.39
50 H 0.8437 6.2896 -0.3764  0.44
51 H -0.4313 7.8637 1.0345  0.40
52 H -2.5100 7.1304 2.1524  0.42
53 H -3.3182 4.8221 1.8694  0.40
54 H -3.1657 2.6155 -2.4004  0.34
55 H -5.4027 2.8824 -3.4275  0.42
56 H -7.4094 3.0728 -1.9914  0.41
57 H -7.1921 2.9965 0.4688  0.42
58 H -4.9664 2.7308 1.5056  0.40
59 H -1.2674 3.1360 3.0575  0.40
60 H -1.4237 1.8210 5.1442  0.44
61 H -2.6908 -0.2982 5.1824  0.44
62 H -3.8225 -1.1120 3.1412  0.53
63 H -3.6945 0.1978 1.0530  0.55

Its spin multiplicity is 5. The net charge is +1. The relative energy (zero: lowest compared OMol25 entry of this formula, charge and spin) is 0.3305 eV. The total energy comes out at -113300.868 eV. As for the expectation value of S²: 6.02.

---

(3)
Density functional theory data (ωB97M-V/def2-TZVPD) for a structure of composition C20H70BaF3O18 at a distorted geometry.

Each line ends with the Mulliken charge.
Cartesian coordinates (Å):
1 Ba -7.9640 17.9033 -17.8445  1.91
2 C -7.5283 20.6735 -15.0424  -1.24
3 O -6.9443 19.6213 -14.2693  1.04
4 O -8.4793 20.0007 -15.8842  -0.75
5 C -8.0737 21.8193 -14.0712  0.15
6 F -7.0278 22.3767 -13.2829  -0.06
7 F -8.6094 22.8114 -14.8044  0.03
8 F -9.0458 21.3683 -13.1805  0.01
9 C -5.5119 19.5105 -14.2313  0.08
10 C -5.1841 18.4006 -13.2217  -0.91
11 H -5.7497 17.4911 -13.4243  -0.32
12 H -4.1048 18.2492 -13.2351  0.54
13 H -5.3825 18.8316 -12.2404  0.23
14 H -4.9739 20.4250 -13.9818  -0.15
15 H -5.0248 19.2083 -15.1584  0.23
16 H -6.7589 21.1073 -15.6811  0.13
17 C -8.5381 14.9112 -11.3898  -0.55
18 O -7.5122 15.8863 -11.4328  -0.54
19 H -9.3773 15.4824 -10.9928  0.23
20 H -8.8373 14.5258 -12.3644  0.14
21 H -8.2910 14.1008 -10.7040  0.29
22 H -7.8301 16.6174 -11.9676  0.30
23 C -2.9442 17.2091 -10.5106  -0.38
24 O -1.9119 16.5419 -9.8372  -0.54
25 H -2.6758 17.5178 -11.5210  0.25
26 H -3.7797 16.5378 -10.7092  0.21
27 H -3.4230 18.0483 -10.0061  0.16
28 H -1.8393 15.6074 -10.0444  0.31
29 C -9.7420 24.4438 -11.8276  -0.53
30 O -10.9672 24.3612 -12.4843  -0.56
31 H -9.5281 25.4241 -11.4018  0.37
32 H -9.8215 23.7504 -10.9903  0.35
33 H -8.9544 24.2018 -12.5412  0.06
34 H -11.1589 23.4549 -12.7363  0.29
35 C -6.1510 25.7489 -11.6658  -0.43
36 O -6.3009 25.5255 -10.3251  -0.54
37 H -6.1717 26.7766 -12.0284  0.33
38 H -5.1214 25.5297 -11.9483  0.28
39 H -6.7828 25.1293 -12.3023  0.02
40 H -7.2206 25.3896 -10.0859  0.34
41 C -7.9151 15.1107 -15.1575  -1.03
42 O -8.1578 16.4426 -15.5096  -0.18
43 H -8.8539 14.5667 -15.0540  0.35
44 H -7.4044 14.5311 -15.9265  0.37
45 H -7.4177 15.1279 -14.1878  0.23
46 H -8.5607 16.8158 -14.7222  0.21
47 C -4.5901 16.8116 -16.1981  -0.81
48 O -5.5047 17.2212 -17.2112  -0.45
49 H -5.0600 16.5035 -15.2640  0.18
50 H -4.0532 15.9673 -16.6305  0.35
51 H -3.8502 17.5881 -16.0044  0.39
52 H -5.0241 17.7218 -17.8745  0.31
53 C -13.4578 21.4277 -13.1902  -0.73
54 O -12.0598 21.6229 -12.9925  -0.49
55 H -13.8173 22.0946 -13.9739  0.24
56 H -13.6062 20.3886 -13.4839  0.25
57 H -13.9294 21.6190 -12.2263  0.26
58 H -11.5518 21.2152 -13.6976  0.28
59 C -11.9338 21.1224 -16.6810  -1.05
60 O -11.2360 20.7264 -15.4577  0.20
61 H -11.4392 21.9181 -17.2381  0.38
62 H -12.1740 20.2816 -17.3317  0.20
63 H -12.9334 21.4744 -16.4259  0.32
64 H -10.3668 20.4161 -15.7221  -0.12
65 C -7.3072 25.5725 -15.3212  -0.24
66 O -6.5199 26.5986 -14.7956  -0.51
67 H -6.7595 24.6738 -15.6047  0.16
68 H -7.8984 25.1189 -14.5257  -0.02
69 H -7.9920 25.8428 -16.1250  0.33
70 H -5.7484 26.6376 -15.3656  0.33
71 C -7.9793 23.3700 -18.5009  -0.38
72 O -8.1831 22.0367 -18.9134  -0.49
73 H -8.1805 23.4562 -17.4331  -0.02
74 H -6.9596 23.6726 -18.7392  0.34
75 H -8.7543 23.9649 -18.9843  0.30
76 H -7.4836 21.4698 -18.5803  0.23
77 C -10.0907 18.2464 -12.9043  -0.35
78 O -8.7911 17.7351 -13.1750  0.45
79 H -10.0098 19.1098 -12.2438  -0.01
80 H -10.6894 18.4574 -13.7903  -0.09
81 H -10.7416 17.5116 -12.4305  0.46
82 H -8.2310 18.4185 -13.5504  0.05
83 C -11.0869 17.3455 -16.6261  -0.10
84 O -10.3333 16.6469 -17.5715  -0.59
85 H -11.8601 17.7778 -17.2612  0.37
86 H -11.5179 16.6316 -15.9242  0.34
87 H -10.5012 18.1454 -16.1732  -0.25
88 H -10.7504 15.8004 -17.7474  0.26
89 C -7.6083 20.2669 -10.5470  0.12
90 O -8.7169 20.0333 -9.7089  -0.60
91 H -7.6469 19.7321 -11.4961  -0.21
92 H -7.5070 21.3359 -10.7341  0.04
93 H -6.6747 19.8842 -10.1347  0.28
94 H -9.5515 20.3045 -10.0981  0.33
95 C -3.4202 22.7242 -15.1246  -0.16
96 O -2.7771 23.9053 -14.6754  -0.54
97 H -2.7660 22.1127 -15.7460  0.33
98 H -3.5188 22.1290 -14.2168  -0.02
99 H -4.4096 22.8629 -15.5605  0.09
100 H -2.0520 23.6543 -14.0984  0.33
101 C -11.0424 24.5778 -15.9736  -0.05
102 O -11.7768 25.2935 -16.9252  -0.57
103 H -11.1173 25.0401 -14.9893  0.46
104 H -11.3420 23.5335 -15.8856  -0.27
105 H -9.9719 24.5988 -16.1777  0.04
106 H -11.6761 26.1977 -16.6187  0.36
107 C -4.4494 22.4105 -10.8914  -0.36
108 O -3.7034 21.2147 -10.9104  -0.50
109 H -4.4976 22.9738 -11.8233  -0.08
110 H -5.5010 22.3664 -10.6080  0.16
111 H -4.0335 23.2128 -10.2819  0.49
112 H -3.7906 20.7981 -10.0500  0.27

The net charge is +1. The relative energy (zero: lowest compared OMol25 entry of this formula, charge and spin) is 3.0383 eV. The total energy comes out at -67563.987 eV.

---

(4)
Density functional theory data (ωB97M-V/def2-TZVPD) for a cluster of 2 separate species, C4H4O in total at a distorted geometry.

Each line ends with the Mulliken charge.
Cartesian coordinates (Å):
1 C 0.4463 -1.5053 -0.4862  -1.06
2 C 0.2459 -0.1680 -0.0347  0.13
3 C -0.5299 0.7677 0.1971  0.51
4 C -0.8549 2.0368 0.6165  -0.27
5 O -1.7557 2.7843 0.6599  -0.31
6 H -0.4455 -2.1321 -0.4011  0.30
7 H 1.2371 -1.9900 0.0974  0.29
8 H 0.7647 -1.5724 -1.5319  0.28
9 H 0.8920 1.7789 0.8831  0.13

The relative energy (zero: lowest compared OMol25 entry of this formula, charge and spin) is 5.3149 eV. The total energy comes out at -6254.064 eV.

---

(5)
Density functional theory data (ωB97M-V/def2-TZVPD) for the ion C15H14Cl2FN2O3 with charge +1 at a distorted geometry.

Each line ends with the Mulliken charge.
Cartesian coordinates (Å):
1 O 2.8829 -1.9933 1.2223  -0.19
2 N 3.2286 -1.4301 0.2704  0.13
3 O 3.8551 -0.2007 0.6281  -0.21
4 C 3.3913 0.8421 -0.2399  -0.70
5 C 1.8522 0.7816 -0.4070  0.12
6 N 1.3608 0.8274 -1.6475  0.07
7 C 0.0342 0.7484 -1.9687  -0.04
8 C -0.4538 0.7724 -3.4299  -0.93
9 C -1.7051 -0.1072 -3.6768  -0.67
10 C -1.4089 -1.6239 -3.6712  -0.29
11 F -2.4834 -2.3382 -3.1294  -0.31
12 C -0.8781 0.6300 -0.9460  -0.31
13 C -0.4219 0.5650 0.4167  0.24
14 C -1.3813 0.3998 1.4547  -0.69
15 C -0.9705 0.3360 2.7743  0.19
16 C -2.0383 0.1288 3.8553  -0.94
17 C -1.7031 -1.1041 4.7308  0.44
18 O -1.9985 -1.2351 5.8724  -0.41
19 Cl -0.7673 -2.4214 3.9032  -0.15
20 C 0.4411 0.4605 3.0512  0.57
21 Cl 1.0172 0.3964 4.7045  -0.16
22 C 1.3923 0.6077 2.0748  -0.56
23 C 0.9840 0.6548 0.6978  0.69
24 H 3.7264 1.8222 0.1283  0.29
25 H 3.8213 0.6113 -1.2394  0.41
26 H 2.0349 0.9254 -2.4029  0.34
27 H -0.6458 1.7917 -3.8002  0.37
28 H 0.3673 0.3151 -4.0252  0.36
29 H -2.0689 0.1476 -4.6910  0.40
30 H -2.5505 0.0902 -2.9999  0.36
31 H -0.5286 -1.8692 -3.0477  0.22
32 H -1.2434 -2.0180 -4.6892  0.31
33 H -1.9529 0.5807 -1.1203  0.43
34 H -2.4484 0.3003 1.2320  0.38
35 H -2.2034 1.0451 4.4427  0.37
36 H -2.9945 -0.1074 3.3485  0.32
37 H 2.4568 0.6679 2.3242  0.54

The net charge is +1. The total energy comes out at -52658.162 eV.

---

- Which of these has the lowest total energy?
  C28H26Cl5NPRuSi